77
Properties=species:S:1:pos:R:3:lowdin_charge:R:1 method="wB97M-V/def2-TZVPD" total_charge=-1 orbital_gap_ev=4.46 multiplicity=1 fmax_ha_per_bohr=0.0389 de_lowest_kj_mol=0.00
Sr -0.79 0.50 0.31 1.24
O -4.82 2.16 5.56 0.07
C -4.20 1.88 4.39 -0.31
C -4.44 0.69 3.69 0.00
C -3.76 0.49 2.51 -0.11
N -2.89 1.37 2.01 -0.04
C -2.69 2.49 2.69 -0.74
Br -1.41 3.68 1.96 0.82
C -3.31 2.81 3.88 -0.04
H -5.38 1.43 5.83 0.11
H -5.12 -0.05 4.06 0.12
H -3.90 -0.41 1.93 0.10
H -3.11 3.73 4.41 0.12
C -2.97 -2.99 0.69 -0.04
C -2.50 -2.76 -0.71 -0.37
C -2.48 -3.80 -1.64 -0.09
C -1.92 -3.52 -2.89 -0.11
C -1.44 -2.28 -3.19 -0.06
C -1.50 -1.23 -2.21 -0.48
N -2.05 -1.54 -0.99 0.04
N -1.09 0.02 -2.35 -0.13
Si -0.54 0.76 -3.80 0.35
C -1.63 0.49 -5.33 -0.19
C 1.20 0.20 -4.27 -0.17
C -0.52 2.61 -3.54 -0.17
H -3.37 -4.00 0.82 0.07
H -3.74 -2.28 0.97 0.05
H -2.12 -2.84 1.36 0.07
H -2.85 -4.78 -1.38 0.09
H -1.87 -4.31 -3.64 0.09
H -0.99 -2.08 -4.15 0.08
H -1.60 -0.53 -5.73 0.01
H -1.29 1.16 -6.12 0.02
H -2.67 0.73 -5.10 0.02
H 1.26 -0.89 -4.29 0.01
H 1.92 0.57 -3.54 0.01
H 1.50 0.57 -5.26 0.02
H -1.54 3.00 -3.48 0.02
H -0.02 3.11 -4.37 0.03
H 0.01 2.85 -2.62 0.00
C 2.49 -0.86 3.28 -0.09
C 0.98 -0.78 2.98 -0.78
C 0.47 0.51 3.67 -0.09
C 0.32 -1.97 3.71 -0.10
N 0.64 -0.82 1.59 -0.25
H 2.70 -0.77 4.35 0.07
H 3.01 -0.05 2.76 0.07
H 2.89 -1.82 2.94 0.06
H 0.72 0.55 4.74 0.07
H -0.62 0.56 3.58 0.05
H 0.90 1.38 3.18 0.07
H 0.53 -1.98 4.79 0.06
H 0.67 -2.90 3.27 0.06
H -0.77 -1.91 3.57 0.05
C 4.02 -1.13 0.18 -0.02
N 3.05 -1.01 -0.93 -0.22
C 2.39 -2.32 -1.17 -0.02
C 1.98 -0.02 -0.58 -0.28
C 2.37 1.40 -0.65 -0.31
C 3.63 1.88 -1.02 -0.11
C 3.88 3.25 -1.06 -0.15
C 2.87 4.14 -0.75 -0.16
C 1.60 3.64 -0.40 -0.22
C 1.30 2.29 -0.32 -0.18
H 4.83 -1.80 -0.11 0.09
H 3.47 -1.53 1.03 0.06
H 4.41 -0.15 0.43 0.09
H 3.54 -0.71 -1.78 0.15
H 1.76 -2.50 -0.29 0.09
H 3.14 -3.10 -1.29 0.09
H 1.77 -2.24 -2.06 0.09
H 1.32 -0.43 0.81 -0.07
H 1.20 -0.19 -1.34 0.05
H 4.45 1.21 -1.28 0.07
H 4.87 3.61 -1.34 0.08
H 3.06 5.21 -0.79 0.07
H 0.83 4.37 -0.17 0.04

=====

76
Properties=species:S:1:pos:R:3:lowdin_charge:R:1 method="wB97M-V/def2-TZVPD" total_charge=+1 orbital_gap_ev=8.00 multiplicity=1 fmax_ha_per_bohr=0.1222
C -0.31 4.92 1.74 -0.12
C 0.89 4.19 2.57 -0.24
C 1.63 3.04 1.71 -0.17
C 0.95 1.61 2.07 -0.29
C 2.12 0.53 2.30 -0.06
C -0.14 1.18 0.96 -0.28
N 0.43 1.03 -0.42 0.03
C -0.34 0.07 -1.26 -0.31
N 0.07 0.04 -2.69 0.07
C -0.95 0.14 -3.53 -0.29
C -1.12 1.45 -4.45 -0.04
C -2.03 -1.02 -3.70 -0.03
C -0.43 -1.43 -0.60 -0.19
C 0.66 -2.42 -1.24 -0.11
C 2.18 -2.09 -0.87 -0.17
C 3.00 -3.21 -0.13 -0.04
C 4.48 -2.98 0.29 -0.07
C 5.24 -1.66 0.00 -0.02
C 4.43 -0.53 -0.74 -0.19
C 5.12 0.89 -1.05 -0.09
C 2.94 -0.77 -1.16 0.00
N -0.44 -1.40 0.90 -0.05
C -1.06 -2.59 1.55 -0.16
C -2.40 -3.27 1.16 -0.01
C -2.95 -4.50 1.98 -0.03
C -2.19 -5.08 3.21 -0.04
C -0.85 -4.41 3.61 -0.03
C -0.30 -3.19 2.79 0.03
C -0.99 -0.09 1.46 -0.28
P -2.86 0.13 1.22 0.78
N -3.57 -0.39 2.58 -0.30
H -0.21 6.04 1.97 0.08
H -1.33 4.59 2.16 0.07
H -0.20 4.68 0.63 0.06
H 1.71 4.96 2.84 0.11
H 0.43 3.83 3.55 0.10
H 1.52 3.21 0.58 0.10
H 2.74 3.10 1.97 0.11
H 0.39 1.73 3.07 0.13
H 1.84 -0.09 3.24 0.08
H 2.29 -0.16 1.40 0.05
H 3.11 1.04 2.53 0.09
H -0.88 2.07 0.90 0.13
H 0.40 1.93 -0.93 0.13
H -1.44 0.44 -1.25 0.13
H -0.11 1.98 -4.58 0.09
H -1.91 2.16 -4.01 0.05
H -1.45 1.15 -5.51 0.09
H -2.71 -1.06 -2.78 0.07
H -1.51 -2.04 -3.84 0.10
H -2.71 -0.83 -4.61 0.09
H -1.46 -1.83 -0.95 0.13
H 0.42 -3.49 -0.87 0.13
H 0.60 -2.49 -2.39 0.13
H 2.47 -4.19 0.12 0.09
H 5.05 -3.81 0.85 0.09
H 6.33 -1.55 0.32 0.10
H 5.99 0.82 -1.79 0.09
H 4.28 1.58 -1.43 0.08
H 5.45 1.31 -0.03 0.08
H 2.42 0.08 -1.71 0.08
H 0.56 -1.41 1.20 0.15
H -2.99 -2.87 0.27 0.08
H -3.95 -5.00 1.72 0.11
H -2.55 -5.95 3.85 0.10
H -0.23 -4.74 4.52 0.10
H 0.67 -2.70 3.14 0.10
H -0.82 -0.16 2.60 0.15
H -3.34 -0.55 0.05 0.01
H -3.08 1.54 1.03 0.02
H -4.22 -1.14 2.27 -0.04
C -4.66 3.99 -4.06 -1.54
Cl -5.17 2.32 -4.32 0.51
Cl -3.70 4.12 -2.57 0.50
Cl -3.73 4.58 -5.45 0.53
H -5.55 4.61 -3.95 0.02

=====

79
Properties=species:S:1:pos:R:3:lowdin_charge:R:1 method="wB97M-V/def2-TZVPD" total_charge=+1 orbital_gap_ev="7.48 / 4.70" multiplicity=3 fmax_ha_per_bohr=0.0170 de_lowest_kj_mol=0.00 s_squared=2.02
V 0.25 -0.01 -0.64 0.91
C -0.88 1.37 4.98 -0.47
C -2.31 1.91 5.00 -0.51
S -2.93 2.36 3.36 0.88
C -4.37 1.29 3.18 -0.52
C -4.14 -0.19 3.44 -0.47
S -2.75 -0.83 2.51 0.97
C -2.15 -2.14 3.62 -0.46
C -1.45 -1.41 4.76 -0.45
S -0.60 -0.06 3.91 0.99
H -0.20 2.13 4.60 0.09
H -0.55 1.09 5.98 0.10
H -2.99 1.19 5.46 0.07
H -2.33 2.80 5.63 0.09
H -5.19 1.63 3.82 0.09
H -4.69 1.45 2.14 0.07
H -3.97 -0.39 4.50 0.07
H -5.02 -0.76 3.15 0.10
H -2.97 -2.78 3.93 0.11
H -1.47 -2.71 3.00 0.06
H -2.15 -1.00 5.49 0.08
H -0.73 -2.04 5.28 0.10
O -1.98 -2.99 -1.50 -0.38
Cl -1.42 -2.24 -0.40 0.86
O -1.30 -3.04 0.81 -0.44
O 0.33 0.31 0.89 -0.34
O 0.07 -1.94 -0.83 -0.53
C 3.19 -0.26 -4.76 -0.05
C 2.60 -1.41 -3.93 -0.35
C 1.08 -1.32 -3.89 -0.06
C 3.33 -1.59 -2.60 -0.12
C 4.31 -2.58 -2.56 -0.03
C 5.05 -2.82 -1.42 -0.05
C 4.82 -2.07 -0.28 -0.03
C 3.85 -1.08 -0.26 -0.14
C 3.63 -0.28 1.01 -0.38
C 3.10 -1.18 2.12 -0.06
C 4.90 0.44 1.45 -0.06
C 3.12 -0.85 -1.43 -0.15
N 2.10 0.16 -1.41 -0.03
C 2.31 1.34 -1.96 -0.03
C 1.22 2.21 -2.10 -0.30
C 1.06 3.51 -2.60 0.01
C -0.30 3.79 -2.48 -0.01
C -0.92 2.66 -1.92 -0.23
N 0.00 1.72 -1.69 0.00
C -2.38 2.41 -1.62 -0.53
C -2.55 0.97 -1.13 -0.07
C -2.84 3.38 -0.53 -0.03
C -3.20 2.62 -2.90 -0.03
H 2.84 -0.32 -5.79 0.09
H 4.28 -0.28 -4.76 0.09
H 2.87 0.72 -4.38 0.06
H 2.83 -2.32 -4.48 0.13
H 0.72 -0.35 -3.54 0.06
H 0.65 -2.11 -3.28 0.07
H 0.69 -1.44 -4.91 0.09
H 4.49 -3.16 -3.45 0.12
H 5.81 -3.59 -1.42 0.11
H 5.40 -2.26 0.62 0.11
H 2.88 0.49 0.81 0.10
H 3.82 -1.95 2.38 0.08
H 2.17 -1.68 1.82 0.07
H 2.89 -0.59 3.02 0.07
H 5.69 -0.26 1.72 0.08
H 4.71 1.07 2.32 0.08
H 5.29 1.08 0.65 0.08
H 3.31 1.61 -2.30 0.16
H 1.83 4.14 -3.00 0.12
H -0.80 4.70 -2.79 0.11
H -2.02 0.82 -0.18 0.05
H -2.23 0.25 -1.89 0.09
H -3.61 0.76 -0.93 0.10
H -2.27 3.24 0.39 0.07
H -3.90 3.23 -0.32 0.09
H -2.71 4.42 -0.85 0.09
H -2.87 1.95 -3.69 0.10
H -3.10 3.64 -3.26 0.09
H -4.26 2.43 -2.70 0.09

=====

75
Properties=species:S:1:pos:R:3:lowdin_charge:R:1 method="wB97M-V/def2-TZVPD" total_charge=0 orbital_gap_ev=7.47 multiplicity=1 fmax_ha_per_bohr=0.0944
C -2.71 2.76 4.84 -0.13
C -3.65 2.97 3.55 -0.24
C -2.68 3.18 2.30 -0.23
C -3.21 4.33 1.32 -0.19
C -3.50 3.72 -0.13 -0.20
C -2.35 4.23 -1.10 -0.23
C -0.98 3.48 -0.81 -0.20
C -1.00 2.09 -1.57 -0.21
C 0.14 1.98 -2.67 -0.19
C 1.59 2.36 -2.11 -0.20
C 1.92 1.62 -0.74 -0.17
C 3.37 0.91 -0.77 -0.18
C 3.22 -0.66 -0.77 -0.15
C 2.67 -1.29 0.55 -0.05
C 1.67 -2.47 0.45 -0.05
C 1.16 -3.00 -0.95 -0.14
C 2.34 -3.54 -1.84 -0.17
C 2.50 -3.01 -3.32 -0.16
C 1.48 -1.96 -3.86 -0.18
O 0.26 -2.59 -4.41 -0.08
C -0.88 -2.16 -3.72 -0.32
O -1.54 -1.20 -4.02 0.09
C 1.18 -3.11 1.69 -0.09
C 0.20 -4.33 1.71 -0.09
C -1.34 -3.74 1.41 -0.18
C -2.46 -4.93 1.01 -0.05
O -1.78 -3.84 0.02 -0.19
C 1.60 -2.60 3.07 -0.29
N 1.14 -3.16 4.26 -0.23
S 1.90 -2.17 5.40 0.96
N 2.80 -1.07 4.50 -0.23
C 2.55 -1.42 3.18 -0.24
C 3.07 -0.82 1.89 -0.08
F 3.97 0.24 2.06 0.02
H -1.64 2.51 4.56 0.06
H -3.06 1.88 5.46 0.06
H -2.71 3.71 5.46 0.07
H -4.22 2.00 3.43 0.10
H -4.33 3.85 3.70 0.10
H -2.57 2.18 1.78 0.11
H -1.65 3.49 2.65 0.10
H -2.40 5.12 1.27 0.11
H -4.17 4.78 1.68 0.10
H -3.44 2.59 -0.13 0.10
H -4.48 4.10 -0.57 0.11
H -2.65 4.09 -2.18 0.11
H -2.17 5.35 -0.95 0.11
H -0.81 3.27 0.29 0.10
H -0.15 4.18 -1.12 0.10
H -0.92 1.20 -0.88 0.10
H -1.99 2.02 -2.11 0.10
H 0.21 0.95 -3.13 0.09
H -0.11 2.72 -3.49 0.11
H 1.69 3.48 -1.92 0.10
H 2.31 2.13 -2.95 0.10
H 1.84 2.29 0.16 0.12
H 1.18 0.76 -0.67 0.10
H 4.08 1.32 -0.01 0.10
H 3.81 1.18 -1.78 0.10
H 2.53 -0.91 -1.64 0.09
H 4.19 -1.19 -1.03 0.13
H 0.45 -3.87 -0.77 0.09
H 0.53 -2.17 -1.37 0.10
H 3.32 -3.36 -1.29 0.11
H 2.25 -4.67 -1.88 0.12
H 2.46 -3.91 -4.02 0.12
H 3.54 -2.59 -3.46 0.12
H 1.13 -1.18 -3.13 0.09
H 1.93 -1.39 -4.74 0.14
H -1.21 -2.79 -2.83 0.15
H 0.39 -5.02 0.85 0.11
H 0.14 -4.84 2.71 0.11
H -1.71 -2.86 2.08 0.16
H -2.55 -5.53 0.08 0.12
H -1.69 -5.68 1.46 0.06

=====

82
Properties=species:S:1:pos:R:3:lowdin_charge:R:1 method="wB97M-V/def2-TZVPD" total_charge=+3 orbital_gap_ev=2.61 multiplicity=1 fmax_ha_per_bohr=0.0538
C 4.74 -0.24 -1.85 -0.10
C 3.97 -0.41 -0.51 -0.39
P 2.21 -0.74 -0.78 1.12
C 1.65 0.10 -2.27 -0.30
C 1.98 -0.75 -3.56 -0.08
N 1.25 -0.54 0.56 -0.48
I 2.42 -0.77 2.26 1.30
C -0.05 -1.31 0.57 -0.40
C -0.61 -1.49 -0.83 -0.17
C -1.90 -2.34 -0.90 -0.18
C -2.20 -2.60 -2.38 -0.21
S -3.66 -3.64 -2.57 0.59
O -3.59 -4.27 -3.84 -0.23
O -3.72 -4.44 -1.40 -0.25
O -4.87 -2.62 -2.56 -0.11
C 0.25 -2.67 1.23 -0.35
C 0.98 -3.61 0.51 -0.05
C 1.28 -4.85 1.03 0.00
C 0.85 -5.10 2.33 0.01
C 0.16 -4.10 2.98 -0.07
N -0.16 -2.91 2.47 0.12
C -1.02 -0.44 1.45 -0.25
C -2.28 -1.20 1.91 -0.11
C -2.51 -1.20 3.46 -0.23
N -2.79 -2.56 3.91 0.05
O -1.43 0.69 0.67 -0.08
C -1.47 1.92 1.37 -0.49
N -1.97 1.69 2.72 0.13
C -2.52 2.82 0.61 -0.04
C -3.19 2.05 -0.50 -0.28
O -4.28 1.60 -0.42 0.11
C -0.12 2.64 1.55 -0.05
C 0.53 3.36 0.38 -0.16
C 0.08 3.42 -0.94 -0.03
C 0.71 4.23 -1.89 -0.16
C 1.84 4.97 -1.56 -0.19
C 2.36 4.87 -0.26 -0.24
C 3.61 5.65 0.08 -0.01
C 1.70 4.08 0.68 0.03
H 5.80 -0.26 -1.61 0.10
H 4.52 0.72 -2.29 0.08
H 4.54 -1.06 -2.54 0.08
H 4.09 0.50 0.07 0.09
H 4.41 -1.26 0.00 0.08
H 0.60 0.38 -2.23 0.08
H 2.26 1.01 -2.31 0.09
H 1.11 -0.74 -4.20 0.09
H 2.82 -0.30 -4.07 0.08
H 2.24 -1.77 -3.28 0.07
H -0.84 -0.55 -1.31 0.11
H 0.10 -2.00 -1.50 0.10
H -2.71 -1.73 -0.53 0.12
H -1.81 -3.27 -0.35 0.12
H -2.41 -1.63 -2.84 0.11
H -1.36 -3.02 -2.91 0.11
H -4.62 -1.73 -2.29 0.09
H 1.33 -3.40 -0.50 0.10
H 1.83 -5.59 0.47 0.13
H 1.04 -6.04 2.82 0.13
H -0.16 -4.28 4.00 0.12
H -0.50 -0.11 2.35 0.10
H -2.28 -2.24 1.64 0.09
H -3.15 -0.72 1.45 0.12
H -1.62 -0.85 3.97 0.11
H -3.38 -0.60 3.71 0.11
H -3.63 -2.63 4.47 0.09
H -2.00 -2.98 4.37 0.05
H -2.92 1.34 2.67 0.10
H -1.96 2.57 3.22 0.11
H -3.31 3.12 1.29 0.13
H -2.09 3.74 0.23 0.12
H -2.65 1.92 -1.46 0.12
H -0.23 3.38 2.35 0.14
H 0.58 1.91 1.93 0.09
H -0.79 2.87 -1.25 0.09
H 0.26 4.28 -2.88 0.06
H 2.32 5.62 -2.30 -0.01
H 4.36 5.43 -0.68 0.09
H 3.40 6.72 0.00 0.10
H 4.02 5.38 1.05 0.09
H 2.11 4.07 1.69 0.14
Al 2.44 4.56 -4.17 1.11

=====

84
Properties=species:S:1:pos:R:3:lowdin_charge:R:1 method="wB97M-V/def2-TZVPD" total_charge=+2 orbital_gap_ev="5.86 / 6.42" multiplicity=5 fmax_ha_per_bohr=0.1115 de_lowest_kj_mol=0.00 s_squared=6.04
Ir 10.25 11.19 9.04 1.19
N 7.84 9.07 6.28 0.16
C 8.65 9.95 6.84 -0.09
N 9.10 9.83 8.07 -0.08
C 8.68 8.77 8.85 -0.29
N 9.02 8.77 10.12 0.11
N 9.89 9.79 10.30 -0.28
C 10.62 9.78 11.43 -0.05
C 11.37 10.82 12.03 -0.20
C 12.58 10.67 12.76 0.03
C 13.28 11.85 13.13 -0.04
C 12.88 13.12 12.70 -0.05
C 11.72 13.22 11.97 -0.05
N 10.83 12.14 11.84 0.08
C 7.80 7.85 8.30 -0.12
C 7.38 6.83 9.18 0.03
C 6.23 6.16 8.83 -0.03
C 5.70 6.31 7.53 -0.02
C 6.23 7.20 6.58 0.02
C 7.28 7.99 7.03 -0.15
H 7.50 9.20 5.34 0.17
H 9.07 10.76 6.25 0.14
H 10.57 8.84 12.01 0.15
H 13.02 9.69 12.86 0.12
H 14.23 11.76 13.71 0.13
H 13.43 14.04 12.99 0.14
H 11.31 14.18 11.58 0.14
H 7.95 6.69 10.09 0.12
H 5.73 5.55 9.56 0.12
H 4.81 5.76 7.25 0.12
H 5.81 7.22 5.60 0.12
C 6.93 13.26 11.88 -0.03
C 7.61 13.41 13.19 -0.43
C 7.05 14.62 13.94 0.01
O 9.05 13.70 12.80 0.14
B 9.63 12.47 12.69 -0.71
O 8.93 11.41 13.26 0.12
C 7.81 12.10 14.01 -0.43
C 6.62 11.16 14.00 0.00
C 8.44 12.33 15.42 0.01
H 7.11 14.15 11.26 0.09
H 5.84 13.17 12.00 0.11
H 7.22 12.34 11.30 0.11
H 7.09 15.50 13.27 0.10
H 7.71 14.85 14.78 0.09
H 6.01 14.42 14.23 0.11
H 6.38 10.82 12.96 0.10
H 5.72 11.65 14.48 0.12
H 6.91 10.26 14.60 0.11
H 9.33 12.99 15.22 0.11
H 8.72 11.33 15.85 0.11
H 7.66 12.83 16.06 0.11
C 13.31 11.09 5.68 -0.07
O 12.24 11.34 6.63 -0.35
P 12.25 10.65 8.10 0.65
O 13.81 10.79 8.70 -0.33
C 14.32 12.06 9.23 -0.07
O 12.34 9.05 7.75 -0.32
C 12.73 8.09 8.80 -0.06
H 13.97 11.96 5.64 0.09
H 12.81 10.88 4.71 0.11
H 13.94 10.24 5.98 0.09
H 14.60 11.85 10.28 0.09
H 13.52 12.77 9.20 0.06
H 15.21 12.42 8.73 0.10
H 13.02 7.18 8.30 0.09
H 11.86 7.90 9.46 0.07
H 13.57 8.48 9.41 0.09
C 6.56 14.35 8.04 -0.10
C 7.93 15.09 7.86 -0.34
S 9.39 14.03 7.29 1.04
O 9.92 13.02 8.48 -0.78
C 10.65 15.28 6.89 -0.38
C 10.85 16.39 7.95 -0.12
H 5.81 15.06 8.45 0.10
H 6.75 13.53 8.73 0.06
H 6.27 13.97 7.07 0.07
H 8.18 15.51 8.84 0.08
H 7.90 15.92 7.17 0.09
H 10.39 15.70 5.87 0.12
H 11.59 14.73 6.75 0.09
H 9.95 17.01 8.09 0.07
H 11.67 17.00 7.59 0.08
H 11.13 16.02 8.97 0.10